Molecular formula: C26H72O22S10
Method: DFT, ωB97M-V/def2-TZVPD

Results
energy above the lowest of the compared OMol25 structures with the same formula, charge and spin	0.000	eV
⟨S²⟩	0.7576
lowest unoccupied orbital energy (alpha / beta)	-3.792 / -8.267	eV
max |F|	0.0890	Eh/bohr
calculated total energy	-6670.32124	Eh

```
! wB97M-V def2-TZVPD RIJCOSX def2/J DEFGRID3
* xyz 1 2
O 3.00193 3.78997 -2.80437
S 2.36828 3.98330 -4.13242
O 3.10155 4.47676 -5.29219
O 1.72488 2.51784 -4.56184
C 1.12396 1.71025 -3.51574
C -0.18775 1.07308 -4.11742
C 0.77245 4.91572 -4.01428
H 0.84552 2.35900 -2.68526
H 1.85759 1.00115 -3.13225
H -0.84678 1.85507 -4.49461
H -0.72202 0.62701 -3.27857
H -0.01975 0.29517 -4.86221
H 0.24899 4.69729 -3.08349
H 0.11557 4.52888 -4.79334
H 0.80328 6.00095 -4.11144
O -7.09599 0.64540 -3.12300
S -6.69580 1.45861 -1.92821
O -7.18324 1.18527 -0.58570
O -5.02300 1.54540 -1.89494
C -4.40240 2.28120 -0.79842
C -2.90027 2.06375 -0.63632
C -7.00240 3.20388 -2.23299
H -4.81937 1.81395 0.09371
H -4.68972 3.33259 -0.78743
H -2.56558 2.48532 -1.58414
H -2.76627 0.98210 -0.62301
H -2.43644 2.43633 0.27700
H -7.98718 3.43755 -2.63761
H -6.36828 3.61977 -3.01594
H -6.83217 3.71717 -1.28660
O -1.48790 6.09968 3.69363
S -0.60252 5.38763 4.60406
O -0.80130 5.66075 6.04255
O -0.77065 3.75721 4.36067
C 0.18334 2.85799 4.99510
C -0.63945 1.78290 5.71690
C 1.22439 5.59825 4.13297
H 0.83253 3.42566 5.66173
H 0.73599 2.40154 4.17392
H -1.31818 2.18215 6.47057
H 0.00114 1.09223 6.26527
H -1.26084 1.22359 5.01751
H 1.35292 6.56926 3.65472
H 1.40630 4.85925 3.35266
H 1.87874 5.41759 4.98576
O 1.03563 -0.34137 2.29959
S -0.24673 0.03501 1.66626
O -1.08998 1.17709 2.13368
O -0.00655 0.23841 0.01550
C 0.97486 -0.63139 -0.60100
C 2.38721 -0.07300 -0.62921
C -1.36105 -1.48448 1.54655
H 0.52513 -0.81469 -1.57682
H 1.11207 -1.64050 -0.21246
H 2.39947 1.01679 -0.64692
H 3.08480 -0.43829 -1.38288
H 2.83446 -0.29466 0.33977
H -2.16075 -1.28715 0.83267
H -1.77069 -1.86321 2.48295
H -0.76602 -2.27042 1.08142
O 5.22598 -7.53960 1.28079
S 5.93729 -6.32804 1.43647
O 7.21079 -6.13376 0.75403
O 4.82858 -5.07243 1.06586
C 5.39313 -3.84030 0.66053
C 4.36708 -2.73966 0.75916
C 6.03003 -5.94308 3.18718
H 5.70667 -3.88020 -0.38264
H 6.25885 -3.58963 1.27355
H 4.80662 -1.75904 0.57672
H 3.93758 -2.74529 1.76095
H 3.63565 -2.79135 -0.04735
H 6.27790 -4.88897 3.31166
H 6.77327 -6.60817 3.62690
H 5.05810 -6.26745 3.55897
O -1.33400 -4.11732 -3.85779
S -0.82632 -3.55677 -2.57654
O 0.55458 -3.19615 -2.33744
O -1.64422 -2.10077 -2.34508
C -3.07156 -2.22546 -2.42634
C -3.59235 -1.06331 -3.25630
C -1.45679 -4.41889 -1.11205
H -3.38699 -2.13175 -1.38719
H -3.31577 -3.20295 -2.84224
H -4.62408 -0.80752 -3.01503
H -3.60007 -1.33006 -4.31313
H -2.95982 -0.20745 -3.02075
H -1.20542 -3.73899 -0.29802
H -0.88339 -5.33099 -0.94650
H -2.52456 -4.61314 -1.21324
C 0.94840 -5.82084 4.14484
S 1.06091 -4.87922 2.53481
O -0.36449 -4.73029 2.00035
C 1.53129 -3.24730 3.24295
H 0.16996 -5.44257 4.80746
H 1.88180 -5.82338 4.70774
H 0.74993 -6.87322 3.94185
H 0.81679 -2.68370 3.84289
H 1.83383 -2.66634 2.37171
H 2.38757 -3.35173 3.90928
C -5.37310 -0.80217 1.15820
S -5.47868 -2.60203 0.96111
O -4.08801 -3.13625 1.16801
C -6.14495 -2.96321 2.64437
H -4.80895 -0.75008 2.08938
H -6.28616 -0.20713 1.13936
H -4.71194 -0.55566 0.32741
H -6.72237 -3.88147 2.75148
H -6.88646 -2.23153 2.96514
H -5.35788 -3.04791 3.39368
C 5.03850 1.37735 -4.38389
S 5.13960 -0.00434 -5.61069
O 6.49888 0.13980 -6.26724
C 5.11096 -1.44189 -4.38879
H 4.15328 1.17487 -3.78099
H 4.83288 2.33331 -4.86551
H 5.94469 1.38258 -3.77816
H 6.00700 -1.55996 -3.77946
H 4.89332 -2.35101 -4.94934
H 4.31196 -1.28835 -3.66345
C -0.68168 6.11723 -0.10720
S 1.02643 5.47429 -0.02693
O 1.66415 6.24292 1.15618
C 0.85995 3.63784 0.43420
H -1.18592 6.32278 0.83706
H -1.35155 5.53906 -0.74366
H -0.63580 7.10814 -0.55896
H 0.42011 3.58940 1.43033
H 1.86671 3.23860 0.55726
H 0.24634 3.14831 -0.32206
*
```